1.
84
Properties=species:S:1:pos:R:3 method="wB97M-V/def2-TZVPD" homo_lumo_gap_ev=9.1 homo_energy_ev=-14.84 total_charge=+2 e_above_lowest_kj_mol=976.1 fmax_ev_per_a=0.3 total_energy_ev=-64737.6314
Zr -1.20253 0.27526 1.44550
Cl 1.32836 1.07585 3.37970
Si 0.97966 -0.05372 -0.91479
O -3.33001 0.68614 2.34864
O -0.98456 -0.72678 3.58308
O -2.79988 -0.06452 -0.19123
O 0.02295 -0.67072 0.29871
O -2.22680 -1.81813 1.48627
O 2.46711 -0.02528 -0.24495
O 0.80867 -0.93953 -2.24989
O 0.51529 1.47742 2.12918
O 0.34151 1.42906 -1.14675
C -1.74873 -2.72278 2.48751
C 2.21592 -0.15046 2.90798
C 4.03684 0.62003 -2.00668
C 4.77733 0.12523 0.31622
C -1.76926 -1.94057 3.76618
C -0.08390 2.19182 -2.31538
C 2.47632 -2.43321 -3.15081
C 0.97785 2.14514 -3.40353
C -4.14651 0.38776 0.09304
C -1.38936 1.59650 -2.82445
C -2.03209 2.35774 1.20987
C 0.04038 -2.65910 -3.68170
C -2.68460 -1.36700 -0.79792
C 0.89264 -3.21883 -1.38864
C -0.17438 -0.48622 4.79696
C 0.55500 0.79822 4.73121
C 1.06260 -2.32407 -2.60803
C 3.67674 0.74123 -0.53519
C -4.43792 0.21513 1.57234
C -2.76351 -2.42405 0.29337
C -0.27528 3.61844 -1.83367
C -3.11249 2.16199 2.24691
C 3.43373 2.18850 -0.13512
H 0.48334 -1.34862 4.89237
H 2.65018 -3.43325 -3.54825
H -2.15129 1.62580 -2.04332
H 0.63049 2.70360 -4.27308
H 5.73294 0.59307 0.07830
H -1.03641 3.67362 -1.05644
H -0.85009 -0.45354 5.65107
H 4.86844 1.28645 -2.23728
H 4.34061 2.77599 -0.27454
H 4.86202 -0.94323 0.11704
H -0.74214 -3.05453 2.21991
H 2.63218 2.63356 -0.72399
H -1.71503 -1.37509 -1.28837
H -2.80758 2.45791 3.24983
H -1.33361 -2.52827 4.57305
H 2.63254 -1.71112 -3.95227
H -2.17122 -3.29887 0.02151
H -0.58130 4.25637 -2.66262
H -4.85587 -0.16846 -0.51937
H -1.23474 0.56176 -3.13753
H 1.90566 2.60725 -3.06392
H -4.18527 1.43347 -0.20461
H 4.59478 0.27496 1.38130
H 3.20003 0.88984 -2.64857
H 1.07820 -4.25670 -1.66527
H -3.78697 -2.73740 0.50953
H -4.57366 -0.83043 1.84029
H 3.14798 2.24531 0.91903
H -2.78330 -1.64368 4.03608
H -1.33020 3.14561 1.47514
H 0.17523 -3.68302 -4.03018
H 3.20413 -2.25015 -2.36053
H -4.08075 2.62012 2.03987
H -0.12086 -3.14513 -0.98846
H -0.97650 -2.55961 -3.29479
H -2.43626 2.57621 0.22286
H 0.31926 1.70196 5.27537
H 1.66455 2.37949 3.61499
H 1.17324 1.11967 -3.71733
H 4.34417 -0.39597 -2.24541
H -2.41387 -3.58463 2.56552
H -5.34045 0.76345 1.84849
H 0.15042 -1.98752 -4.53280
H 2.40410 -0.16567 1.83736
H 0.65917 4.00957 -1.42943
H -1.75633 2.15977 -3.68231
H -3.46826 -1.49730 -1.54301
H 2.83241 -0.56407 3.69224
H 1.59880 -2.94501 -0.60140

***

2.
19
Properties=species:S:1:pos:R:3 method="wB97M-V/def2-TZVPD" homo_lumo_gap_ev=7.1 homo_energy_ev=-8.45 e_above_lowest_kj_mol=445.8 fmax_ev_per_a=4.8 total_energy_ev=-18153.3982
S -0.91946 1.98552 0.97434
N -0.16372 -0.50326 -0.58741
N -2.29527 -1.24626 -1.32866
C 1.07783 -0.35457 0.25512
C 1.65235 1.03585 0.10442
C -1.00118 -1.65187 -0.67111
C 0.93501 2.06635 1.08564
H -0.50152 -2.45333 -1.25278
H -1.23345 -2.09436 0.36491
H 1.75414 -1.20476 0.06447
H 1.63862 1.32464 -0.95046
H -1.32910 -0.06620 1.47154
H 0.88295 -0.53660 1.28332
H -2.11780 -0.56341 -2.02554
H -0.75288 0.28818 -0.26141
H -2.84448 -2.18207 -1.84072
H 1.17857 3.17770 0.75962
H 2.75581 0.99215 0.43266
H 1.28357 1.98628 2.12204